# 1
C5H12Cl2FN2O4PS as an isolated structure at a distorted geometry. Source: the OMol25 dataset; level of theory: ωB97M-V/def2-TZVPD.

Each line ends with the Löwdin charge.
Positions of all 28 atoms, in Å:
Cl  1.58  4.84  -1.06  0.514
Cl  -0.07  2.44  -1.31  0.605
S  -2.84  0.66  0.61  0.539
P  -2.44  -1.81  -0.60  0.700
F  -3.92  0.91  -0.50  -0.110
O  -3.19  -1.53  -1.85  -0.423
O  -2.24  1.91  0.91  -0.272
O  0.23  -2.77  0.89  0.063
O  -3.49  0.08  1.73  -0.254
N  -1.63  -0.34  -0.05  -0.295
N  1.65  -1.22  0.13  -0.118
C  -0.68  -0.62  1.10  -0.155
C  1.84  0.24  0.05  -0.111
C  2.79  -1.86  0.85  -0.044
C  1.02  3.56  -2.14  -0.987
C  0.44  -1.60  0.71  -0.485
H  -1.51  -2.84  -0.87  0.047
H  -0.33  0.37  1.45  0.117
H  -1.23  -1.07  1.95  0.129
H  3.62  -1.15  0.96  0.086
H  1.88  3.00  -2.50  0.027
H  0.94  0.80  -0.29  -0.036
H  3.10  -2.76  0.29  0.092
H  2.27  0.67  0.98  0.102
H  -3.41  -2.18  0.38  0.049
H  2.61  0.42  -0.72  0.097
H  2.50  -2.16  1.87  0.096
H  0.50  4.01  -2.97  0.028

frontier orbital gap = 10.6 eV
LUMO = 0.30 eV
molar mass = 317.11 g mol⁻¹
strongest force on any atom = 0.05620 hartree/bohr


# 2
C5H12Cl2O4PdSSe2 as an isolated structure. Source: the OMol25 dataset; level of theory: ωB97M-V/def2-TZVPD.

Each line ends with the Löwdin charge.
Positions of all 27 atoms, in Å:
Pd  0.32  -0.20  -0.72  0.486
Se  0.57  1.17  1.26  0.946
Se  -0.42  -2.05  0.58  0.969
Cl  3.37  -1.78  -0.74  0.513
Cl  3.54  1.13  -1.04  0.533
S  -0.87  0.37  -2.86  0.308
O  -0.86  0.51  -4.28  -0.272
O  -0.39  -1.04  -2.43  -0.463
O  -2.11  0.67  -2.18  -0.356
O  0.28  1.18  -2.19  -0.485
C  -0.97  0.34  2.13  -0.510
C  4.36  -0.33  -0.49  -1.007
C  -0.33  2.73  0.53  -0.336
C  -0.72  -1.15  2.29  -0.525
C  -2.24  -2.06  -0.08  -0.330
H  -1.83  0.55  1.50  0.072
H  5.26  -0.44  -1.07  0.025
H  -0.66  3.36  1.35  0.034
H  -1.11  0.82  3.10  0.076
H  -1.14  2.39  -0.10  0.028
H  0.41  3.24  -0.08  0.035
H  -2.86  -2.60  0.62  0.035
H  0.17  -1.35  2.88  0.065
H  -1.57  -1.65  2.76  0.076
H  4.57  -0.23  0.56  0.025
H  -2.58  -1.04  -0.26  0.023
H  -2.19  -2.57  -1.04  0.036

frontier orbital gap = 8.5 eV
LUMO = -0.65 eV
molar mass = 503.46 g mol⁻¹
strongest force on any atom = 0.01027 hartree/bohr
ΔE to the lowest compared entry with this formula, charge and spin = 39.3 kJ/mol


- Which formula does entry 2 have?
  C5H12Cl2O4PdSSe2


- Which formula does entry 1 have?
  C5H12Cl2FN2O4PS


- The highest strongest force on any atom belongs to which entry?
  C5H12Cl2FN2O4PS